# 1
The following is a quantum chemistry calculation of a 3-piece molecular cluster, C19H42NO9S2 overall, from the Open Molecules 2025 dataset.

Output
charge	0
2S+1	2
HOMO-LUMO gap (alpha / beta)	0.3217 / 0.3664	Eh
HOMO energy (alpha / beta)	-8.15 / -9.40	eV

Element x y z (Å)
C1 -0.937961 -5.818586 0.606988
C2 -1.752974 -4.783706 1.388114
O1 -1.592104 -3.485279 0.833245
C3 -2.723607 -2.886364 0.236960
C4 -2.229168 -1.540759 -0.338016
O2 -0.953131 -1.674924 -0.903285
C5 -0.126025 -0.537288 -0.825186
C6 -3.267561 -3.743299 -0.902771
C7 -4.601141 -3.270708 -1.528388
C8 -4.369530 -2.718710 -2.943820
C9 -5.560836 -4.454830 -1.653425
N1 -5.211917 -2.173711 -0.731351
O3 -6.301813 -1.731428 -1.218977
C10 -5.182387 -2.193724 0.756380
C11 -5.529771 -0.769165 1.215696
C12 -6.253892 -3.138461 1.307863
C13 -3.789277 -2.597969 1.291981
H1 -0.023910 -6.095238 1.125358
H2 -1.525496 -6.715560 0.414100
H3 -0.667865 -5.390256 -0.357393
H4 -2.801267 -5.081745 1.400051
H5 -1.407324 -4.724320 2.419624
H6 -2.929019 -1.212416 -1.110516
H7 -2.241222 -0.783068 0.450521
H8 -0.642492 0.341321 -0.437577
H9 0.740098 -0.734541 -0.193073
H10 0.253307 -0.308983 -1.821591
H11 -2.499899 -3.749742 -1.678327
H12 -3.383615 -4.780495 -0.585020
H13 -3.723273 -3.391086 -3.503256
H14 -5.317456 -2.641994 -3.470743
H15 -3.925087 -1.726721 -2.911529
H16 -5.829287 -4.890217 -0.694694
H17 -6.456308 -4.170111 -2.200628
H18 -5.052527 -5.228150 -2.233360
H19 -4.998040 -0.035794 0.612981
H20 -5.281424 -0.655712 2.268649
H21 -6.596974 -0.591654 1.098924
H22 -6.398188 -2.894938 2.362520
H23 -5.957048 -4.184614 1.263129
H24 -7.202977 -2.984241 0.799193
H25 -3.919241 -3.458360 1.948158
H26 -3.399463 -1.800858 1.925239
O4 5.237171 0.225581 0.964522
S1 3.886584 0.568364 1.289267
O5 3.060704 1.215916 0.316825
O6 3.878685 1.410953 2.632929
C14 4.762856 2.559381 2.703928
C15 4.213513 3.759604 1.966224
C16 3.046295 -0.848700 1.906716
H27 5.745984 2.271451 2.330070
H28 4.856979 2.760470 3.769047
H29 4.191704 3.589604 0.893225
H30 4.842580 4.628616 2.152298
H31 3.197412 3.978654 2.295881
H32 3.657889 -1.307424 2.677981
H33 2.914424 -1.527457 1.066894
H34 2.081551 -0.539082 2.299194
O7 4.098984 6.964819 -1.347234
S2 5.233458 6.115398 -1.543499
O8 5.715258 5.325966 -0.452882
O9 6.423947 6.984896 -2.136574
C17 6.747020 8.218685 -1.453425
C18 7.560897 7.990227 -0.197081
C19 4.984113 5.079410 -2.940462
H35 5.824230 8.761031 -1.245020
H36 7.313553 8.790400 -2.185206
H37 6.975950 7.485584 0.570134
H38 7.895766 8.949175 0.198910
H39 8.433549 7.374742 -0.413809
H40 4.657814 5.692188 -3.775566
H41 4.214274 4.362538 -2.662812
H42 5.915947 4.567413 -3.163224

Cartesian forces (eV/Å) of the 6 atoms listed first:
C -0.16 0.15 -0.13
C 0.18 -0.04 -0.12
O 0.13 0.02 0.27
C -0.20 0.27 -0.26
C 0.00 -0.04 0.04
O -0.04 -0.16 -0.05

Here are the Mulliken charges for atoms 1 to 6, given in e:
1 C -1.30
2 C -0.27
3 O -0.58
4 C 2.05
5 C -1.29
6 O -0.30

---

# 2
The following is a quantum chemistry calculation of a 2-piece molecular cluster, C9H16N2O2 overall, from the Open Molecules 2025 dataset.

Output
charge	0
HOMO-LUMO gap	0.3559	Eh
SMILES string	O=c1cc[nH]c(=O)[nH]1.CCCCC
HOMO energy	-9.27	eV
energy relative to the best compared isomer or geometry (same formula, charge and spin)	92.7	kcal per mole

Element x y z (Å)
O1 -3.440636 1.068293 -0.600024
C1 -2.678939 0.163170 -0.261575
C2 -2.502078 -0.918923 -1.055690
C3 -1.547018 -1.865139 -0.698839
N1 -0.957868 -1.815235 0.472791
C4 -1.230490 -0.829099 1.553210
O2 -0.756638 -0.917556 2.691399
N2 -2.042160 0.120570 0.964417
H1 -2.952886 -1.105870 -2.004086
H2 -1.535351 -2.742040 -1.292543
H3 -0.243415 -2.543162 0.822675
H4 -2.002442 0.931633 1.589708
C5 2.364126 -1.538353 -0.721598
C6 2.269732 -0.245602 0.091350
C7 1.033738 0.638191 -0.493451
C8 0.940101 1.775362 0.536031
C9 -0.044899 2.702643 0.114426
H5 1.311496 -1.484111 -1.431412
H6 3.201912 -1.429459 -1.569227
H7 2.686519 -2.446731 0.102950
H8 3.275090 0.217072 0.134312
H9 1.937250 -0.567952 1.082615
H10 1.336715 0.952679 -1.548962
H11 0.079514 -0.029452 -0.505853
H12 2.029831 2.071102 0.731612
H13 0.771284 1.231646 1.505779
H14 -0.916990 1.961261 -0.200522
H15 -0.513404 3.473360 0.828045
H16 0.127920 3.171689 -0.837527

Cartesian forces (eV/Å) of the 6 atoms listed first:
O 0.77 0.28 1.10
C -2.56 2.80 -0.13
C 3.20 -4.71 -1.45
C -3.45 1.59 -0.85
N 3.18 -1.38 5.20
C 0.65 -2.07 -1.81

Here are the Mulliken charges for atoms 1 to 6, given in e:
1 O -0.66
2 C 0.40
3 C -0.48
4 C -0.27
5 N -0.07
6 C 0.14

---

# 3
The following is a quantum chemistry calculation of C9H15Cl2F2N3O12Pd as an isolated structure, from the Open Molecules 2025 dataset.

Output
charge	0
2S+1	3
HOMO-LUMO gap (alpha / beta)	0.3280 / 0.2556	Eh
HOMO energy (alpha / beta)	-8.49 / -8.43	eV
energy relative to the best compared isomer or geometry (same formula, charge and spin)	9.3	kcal per mole

Element x y z (Å)
Pd1 -0.403248 -0.184842 -0.720109
Cl1 0.000839 -1.640244 -2.633089
Cl2 -1.022779 1.192891 1.214572
C1 -0.158229 3.773987 -3.058610
N1 -0.092085 2.284436 -3.066238
O1 0.648562 1.806349 -3.900796
O2 -0.701950 1.658346 -2.232507
H1 0.885887 4.065575 -3.084237
H2 -0.591635 4.032003 -2.092973
H3 -0.792773 4.167858 -3.843191
C2 -3.400546 -3.652994 0.727768
N2 -2.657640 -2.380951 1.026073
O3 -1.842203 -1.954195 0.221730
O4 -2.898030 -1.833947 2.082718
H4 -2.797295 -4.534531 0.908218
H5 -3.737843 -3.590933 -0.303163
H6 -4.255571 -3.586788 1.393018
C3 -5.130082 0.893953 0.337905
N3 -4.080746 1.174105 -0.668594
O5 -4.089601 2.281797 -1.152627
O6 -3.271303 0.312785 -0.889260
H7 -5.410788 1.765375 0.913349
H8 -4.840670 0.048503 0.951733
H9 -5.942593 0.587831 -0.328137
C4 2.092214 -2.472249 3.932152
C5 1.162052 -3.571637 3.501475
O7 0.938337 -3.282963 2.168015
C6 1.300907 -2.021314 1.864609
O8 0.986947 -1.434509 0.887828
O9 1.996399 -1.507992 2.894419
F1 -0.048580 -3.500018 4.170449
H10 3.134994 -2.782836 4.011989
H11 1.772338 -2.050717 4.884655
H12 1.524008 -4.589964 3.640108
C7 5.053862 1.601902 -1.553865
C8 4.457062 2.986840 -1.331693
O10 3.125783 2.752528 -1.023345
C9 2.810645 1.441661 -1.167130
O11 1.734706 0.979674 -0.965397
O12 3.892515 0.754344 -1.499465
F2 4.558423 3.685280 -2.523861
H13 5.647144 1.306809 -0.685528
H14 5.581077 1.420017 -2.482249
H15 4.861479 3.598786 -0.526727

Cartesian forces (eV/Å) of the 6 atoms listed first:
Pd -0.26 -0.13 -0.22
Cl -0.25 0.60 0.93
Cl 0.23 -0.40 -0.75
C -0.22 -0.12 1.43
N 0.68 -0.08 -0.88
O -0.13 -0.11 0.08

Here are the Mulliken charges for atoms 1 to 6, given in e:
1 Pd 0.84
2 Cl -0.51
3 Cl -0.55
4 C -0.82
5 N 0.81
6 O -0.48

---

# 4
The following is a quantum chemistry calculation of a 8-piece molecular cluster, C36H63N4O14PS overall, from the Open Molecules 2025 dataset.

Output
charge	0
HOMO-LUMO gap	0.3103	Eh
HOMO energy	-8.45	eV

Element x y z (Å)
C1 -6.883298 4.759458 -4.399035
C2 -6.426226 5.263757 -3.038358
C3 -6.605880 6.610021 -2.724347
C4 -6.170035 7.072373 -1.488023
C5 -5.560391 6.210705 -0.581486
C6 -5.401253 4.862120 -0.873628
C7 -4.737207 3.897307 0.104030
N1 -3.512579 4.444471 0.647794
C8 -2.199840 4.475321 0.240497
N2 -1.692846 3.919512 -0.831741
C9 -2.392143 3.114463 -1.814222
C10 -2.606515 1.633708 -1.442686
C11 -1.462705 0.885020 -0.706807
C12 -1.950619 0.352423 0.660443
S1 -1.058565 1.032408 2.052554
O1 -0.676501 -0.011754 2.950900
O2 -1.896630 2.044950 2.657955
O3 0.252082 1.647376 1.477905
C13 -0.204320 4.139954 -1.090967
O4 0.547723 3.691869 -0.230962
O5 0.023788 4.717615 -2.128458
N3 -1.470242 5.177760 1.130558
C14 -2.284074 5.528816 2.081967
N4 -3.533407 5.111113 1.839621
P1 -4.858492 5.437224 2.977646
O6 -5.412768 3.960621 3.377797
O7 -4.064995 6.021576 4.248841
C15 -5.840044 4.404450 -2.112762
H1 -6.204433 3.972203 -4.713630
H2 -6.804359 5.589877 -5.087520
H3 -7.912457 4.429060 -4.313653
H4 -7.071279 7.287901 -3.417535
H5 -6.284795 8.112025 -1.219513
H6 -5.216536 6.634119 0.351059
H7 -5.456197 3.695469 0.889909
H8 -4.573471 2.983789 -0.448621
H9 -3.356675 3.538926 -2.080836
H10 -1.811073 3.165194 -2.727933
H11 -3.519232 1.487564 -0.867281
H12 -2.772563 1.097828 -2.374947
H13 -0.544340 1.448535 -0.580843
H14 -1.194742 0.017676 -1.300917
H15 -1.831431 -0.723913 0.738845
H16 -3.000957 0.559693 0.831728
H17 0.169541 2.611630 1.303421
H18 -1.962519 6.086436 2.939139
H19 -6.371633 4.059705 3.363584
H20 -3.462406 5.391267 4.682780
H21 -5.732019 3.357279 -2.369257
C16 -11.189274 6.665471 -4.025932
C17 -10.156490 7.165224 -5.005917
O8 -8.977495 6.951098 -4.842317
C18 -10.660205 7.942175 -6.196657
H22 -10.693577 6.126081 -3.221777
H23 -11.740058 7.506458 -3.602344
H24 -11.886455 5.993064 -4.527938
H25 -11.189194 8.836033 -5.862976
H26 -11.335367 7.322677 -6.788678
H27 -9.818195 8.240094 -6.816787
C19 3.394836 1.595081 -0.636139
C20 2.553111 0.394292 -0.305635
O9 1.883649 -0.168796 -1.146219
C21 2.563910 -0.074295 1.127963
H28 3.287609 1.833729 -1.691552
H29 3.036692 2.439941 -0.044917
H30 4.449162 1.410769 -0.420306
H31 2.202191 0.718332 1.781507
H32 3.579406 -0.354611 1.417071
H33 1.912248 -0.940581 1.233240
C22 6.174627 -1.061975 3.997332
C23 6.400122 -1.557325 2.587988
O10 6.735368 -0.803017 1.702964
C24 6.189036 -3.027528 2.337526
H34 6.360691 0.009048 4.037281
H35 5.144286 -1.253833 4.300973
H36 6.855986 -1.566224 4.684136
H37 5.157779 -3.300877 2.570430
H38 6.871837 -3.614772 2.949356
H39 6.384216 -3.246773 1.290600
C25 -0.104937 -4.933876 -0.694213
C26 -0.500799 -3.496969 -0.935420
O11 -1.548701 -3.052542 -0.513888
C27 0.455271 -2.638822 -1.717154
H40 -0.881761 -5.434358 -0.119952
H41 0.019271 -5.454282 -1.645487
H42 0.829802 -4.972388 -0.133103
H43 0.602578 -3.056679 -2.715836
H44 1.411484 -2.575572 -1.202833
H45 0.047810 -1.639113 -1.809969
C28 9.813597 -7.262177 2.329762
C29 9.340111 -5.848152 2.120664
O12 8.289344 -5.450245 2.571322
C30 10.240048 -4.936788 1.318580
H46 9.080283 -7.807259 2.918421
H47 9.935299 -7.759253 1.365602
H48 10.759207 -7.265226 2.860077
H49 10.380769 -5.340509 0.314961
H50 11.209891 -4.842677 1.809621
H51 9.785049 -3.951400 1.242432
C31 -3.501564 -5.014550 -2.201202
C32 -3.703486 -6.458935 -2.585514
O13 -2.767568 -7.201234 -2.770581
C33 -5.129155 -6.938544 -2.728696
H52 -2.441687 -4.805961 -2.133106
H53 -3.942092 -4.363102 -2.958076
H54 -3.960272 -4.816660 -1.231841
H55 -5.639973 -6.365542 -3.503989
H56 -5.659933 -6.820343 -1.782868
H57 -5.130976 -7.990026 -3.006561
C34 13.943210 -8.262431 4.017834
C35 12.681797 -8.739609 4.696629
O14 11.637882 -8.836322 4.093925
C36 12.783225 -9.089660 6.160675
H58 13.732955 -8.046204 2.972738
H59 14.308171 -7.355291 4.501902
H60 14.711707 -9.034642 4.071703
H61 13.100163 -8.216537 6.732988
H62 13.504015 -9.896125 6.302984
H63 11.811072 -9.415859 6.522185

Cartesian forces (eV/Å) of the 6 atoms listed first:
C 0.74 0.37 0.96
C -0.32 0.02 -0.51
C 0.40 -0.25 0.76
C 0.08 -0.28 -0.06
C -0.12 0.26 0.00
C 0.04 0.18 -0.26

Here are the Mulliken charges for atoms 1 to 6, given in e:
1 C -1.46
2 C 0.46
3 C -0.65
4 C -1.15
5 C -0.42
6 C 1.42

---

# 5
The following is a quantum chemistry calculation of a 2-piece molecular cluster, C7H12O overall, from the Open Molecules 2025 dataset.

Output
charge	0
HOMO-LUMO gap	0.3848	Eh
SMILES string	C=CC(=C)/C=C/C.O
HOMO energy	-9.59	eV
energy relative to the best compared isomer or geometry (same formula, charge and spin)	55.2	kcal per mole

Element x y z (Å)
C1 -2.476609 1.099588 -0.358754
C2 -1.948543 0.357453 -1.312762
C3 -0.474954 0.259328 -1.476299
C4 0.288857 1.185852 -2.049031
C5 0.109316 -0.968406 -0.822868
C6 0.675030 -0.824614 0.358479
C7 1.399693 -1.977181 1.043240
H1 -3.537535 1.109577 -0.093030
H2 -1.922438 1.686899 0.356507
H3 -2.601061 -0.170867 -2.025210
H4 0.027429 2.150249 -2.461658
H5 1.351015 0.928083 -2.229221
H6 0.067955 -1.826840 -1.469004
H7 0.732342 0.051971 0.990891
H8 0.804200 -2.889646 0.986270
H9 2.417987 -2.245393 0.726546
H10 1.478031 -1.926585 2.148068
O1 1.372570 1.549612 2.861452
H11 1.719899 1.376965 1.975852
H12 0.516824 1.073953 2.850529

Cartesian forces (eV/Å) of the 6 atoms listed first:
C -1.12 0.06 0.92
C -0.12 0.44 -0.43
C -0.36 0.13 0.10
C 1.36 -0.66 -0.35
C -0.25 2.17 -1.00
C 1.57 -1.99 1.11

Here are the Mulliken charges for atoms 1 to 6, given in e:
1 C -0.67
2 C -0.21
3 C 0.20
4 C -0.77
5 C -0.64
6 C 0.57